{"formula": "C6H5NO5", "method": "wB97M-V/def2-TZVPD", "symbols": ["C", "C", "C", "C", "O", "N", "O", "C", "O", "C", "O", "O", "H", "H", "H", "H", "H"], "coordinates": [[1.85910, -2.29722, 0.55691], [1.64854, -1.12307, 0.46927], [1.33975, 0.29100, 0.32766], [2.33248, 0.99498, -0.59075], [0.04735, 0.47215, -0.29040], [-0.97117, 0.09938, 0.54245], [-1.88348, 1.17356, 0.60701], [-3.08185, 0.84524, 0.08696], [-4.02839, 1.55806, 0.04402], [-2.93701, -0.62599, -0.36787], [-3.74532, -1.34547, -0.85346], [-1.67308, -0.96914, -0.05796], [2.06394, -3.32252, 0.64425], [1.32028, 0.76237, 1.32009], [2.29552, 0.54584, -1.57978], [3.33621, 0.89296, -0.18854], [2.07713, 2.04787, -0.66986]], "forces_ev_per_angstrom": [[0.0, 0.5, 0.0], [-0.1, -0.3, 0.0], [0.3, 0.2, 0.4], [-0.3, 0.0, 0.1], [-0.9, 0.3, -0.8], [0.7, -0.5, 1.6], [0.2, 0.8, -0.3], [-0.4, -0.5, -0.3], [0.3, -0.2, 0.0], [-0.5, 0.5, 0.0], [0.3, 0.2, 0.1], [0.3, -0.4, -0.6], [0.1, -0.6, 0.0], [0.0, -0.1, -0.2], [0.0, 0.0, 0.0], [0.0, 0.0, 0.0], [0.0, 0.1, 0.0]], "lowdin_charge": [0.156, -0.080, -0.364, -0.022, -0.026, -0.063, 0.131, -0.357, 0.199, -0.357, 0.199, 0.130, 0.028, 0.156, 0.092, 0.092, 0.086], "lumo_energy_ev": -0.2, "e_above_lowest_kcal_mol": 98.5, "smiles": "C#C[C@@H](C)On1oc(=O)c(=O)o1", "mol_weight_g_mol": 171.11, "total_energy_ha": -662.38121}